(1)
{
  "formula": "C4H3N3O4S",
  "method": "ωB97M-V/def2-TZVPD",
  "charge": -2,
  "homo_energy_ev": -1.51,
  "relative_energy_kj_mol": 1.7,
  "lumo_energy_ev": 6.04,
  "largest_force_ev_per_a": 2.049,
  "total_energy_ha": -1017.59850,
  "symbols": ["C", "C", "C", "C", "N", "N", "N", "O", "O", "O", "O", "S", "H", "H", "H"],
  "positions_angstrom": [[2.579, 0.303, -0.230], [2.843, -0.831, 0.541], [1.210, 0.477, -0.072], [-2.904, 1.407, 0.122], [1.725, -1.287, 1.107], [-2.646, -0.002, 0.359], [0.735, -0.468, 0.742], [-2.120, 2.068, -0.548], [-3.962, 1.738, 0.681], [-1.932, -2.359, 0.054], [-1.400, -0.848, -1.787], [-1.752, -0.980, -0.382], [3.274, 0.893, -0.810], [3.794, -1.330, 0.710], [0.556, 1.220, -0.488]]
}

---

(2)
{
  "formula": "C4H3FN2S",
  "method": "ωB97M-V/def2-TZVPD",
  "smiles": "Fc1cc[nH]c(=S)n1",
  "homo_energy_ev": -8.56,
  "relative_energy_kj_mol": 4.4,
  "lumo_energy_ev": -0.02,
  "largest_force_ev_per_a": 1.461,
  "total_energy_ha": -761.79136,
  "symbols": ["F", "C", "C", "C", "N", "C", "S", "N", "H", "H", "H"],
  "positions_angstrom": [[1.880, -1.982, -0.010], [0.894, -1.066, -0.010], [1.322, 0.263, -0.008], [0.309, 1.155, -0.012], [-0.976, 0.714, -0.001], [-1.321, -0.645, 0.001], [-2.921, -1.056, -0.005], [-0.289, -1.528, 0.004], [2.338, 0.497, 0.070], [0.475, 2.241, -0.003], [-1.712, 1.407, -0.028]]
}

---

(3)
{
  "formula": "C26H51ClN4OsSi",
  "method": "ωB97M-V/def2-TZVPD",
  "charge": -2,
  "s2": 6.018,
  "homo_energy_ev": [2.90, -0.20],
  "multiplicity": 5,
  "lumo_energy_ev": [4.09, 4.41],
  "largest_force_ev_per_a": 2.984,
  "total_energy_ha": -2080.42158,
  "symbols": ["Os", "Cl", "C", "C", "N", "H", "N", "H", "C", "C", "C", "H", "H", "H", "H", "H", "H", "C", "H", "H", "H", "C", "C", "H", "H", "C", "H", "C", "H", "H", "H", "H", "H", "C", "H", "C", "N", "H", "N", "H", "C", "C", "C", "H", "H", "H", "H", "H", "H", "C", "H", "H", "H", "C", "C", "H", "H", "C", "H", "C", "H", "H", "H", "H", "H", "C", "H", "C", "C", "Si", "C", "C", "C", "H", "H", "H", "H", "H", "H", "H", "H", "H", "H", "H"],
  "positions_angstrom": [[0.450, -0.598, -0.405], [0.106, 0.266, -2.578], [2.511, -3.829, -0.285], [1.744, -1.857, -0.988], [1.468, -3.204, -0.924], [4.505, -3.054, 0.238], [3.078, -1.736, -0.712], [2.497, -4.847, 0.092], [0.074, -3.721, -1.028], [0.189, -5.155, -1.486], [-0.616, -3.613, 0.317], [0.662, -5.767, -0.715], [-0.816, -5.540, -1.674], [0.765, -5.195, -2.416], [-1.772, -3.208, -2.007], [-0.322, -2.938, -3.034], [-0.696, -2.555, 0.648], [-0.722, -2.885, -2.016], [-0.091, -4.184, 1.091], [-1.638, -4.000, 0.222], [-0.751, -1.799, -1.721], [3.536, -2.934, -0.186], [3.979, -0.058, 0.878], [4.588, -0.802, 1.414], [4.500, 0.911, 0.892], [3.767, -0.421, -0.593], [3.158, 1.639, -0.958], [5.133, -0.592, -1.233], [5.043, -0.916, -2.274], [3.027, 0.069, 1.412], [1.819, 0.565, -0.745], [5.723, -1.329, -0.673], [5.666, 0.363, -1.205], [2.853, 0.619, -1.225], [2.690, 0.533, -2.305], [-3.310, 3.144, -1.173], [-2.767, 1.907, -0.770], [-2.349, 5.094, -1.328], [-1.175, 3.378, -0.619], [-4.320, 3.266, -1.509], [-3.389, 0.586, -0.861], [-4.798, 0.696, -0.331], [-3.405, 0.170, -2.323], [-5.360, 1.387, -0.970], [-5.255, -0.301, -0.376], [-4.799, 1.041, 0.709], [-2.729, -1.447, -0.404], [-2.552, -0.305, 0.984], [-2.378, 0.049, -2.696], [-2.514, -0.404, -0.110], [-3.943, 0.909, -2.927], [-3.928, -0.795, -2.393], [-1.448, -0.187, -0.455], [-2.319, 4.043, -1.078], [0.905, 3.675, -1.879], [0.412, 4.254, -2.668], [1.943, 4.027, -1.787], [0.212, 3.872, -0.534], [2.054, 3.397, 0.453], [0.134, 5.341, -0.200], [-0.380, 5.488, 0.755], [0.917, 2.611, -2.154], [1.006, 1.996, 0.171], [-0.385, 5.872, -1.007], [1.153, 5.738, -0.121], [1.005, 3.059, 0.475], [0.637, 3.125, 1.506], [-1.477, 2.084, -0.457], [-1.853, 1.169, 2.939], [-0.706, -0.323, 3.038], [0.299, -0.133, 4.622], [-1.731, -1.880, 3.160], [0.603, -0.526, 1.601], [-2.592, 1.125, 3.756], [-2.414, 1.259, 2.002], [-1.294, 2.107, 3.063], [-0.336, -0.225, 5.519], [1.076, -0.913, 4.680], [0.802, 0.848, 4.669], [-2.516, -1.963, 2.397], [-1.083, -2.764, 3.079], [-2.220, -1.913, 4.146], [1.136, 0.452, 1.670], [1.326, -1.318, 1.916]]
}

---

(4)
{
  "formula": "C19H48BN4O17",
  "method": "ωB97M-V/def2-TZVPD",
  "charge": -1,
  "homo_energy_ev": -7.25,
  "lumo_energy_ev": 2.20,
  "largest_force_ev_per_a": 1.639,
  "total_energy_ha": -2276.06661,
  "symbols": ["O", "C", "O", "B", "O", "C", "O", "O", "C", "O", "C", "O", "O", "C", "O", "H", "H", "H", "H", "C", "O", "H", "H", "H", "H", "C", "O", "H", "H", "H", "H", "C", "O", "H", "H", "H", "H", "C", "O", "N", "N", "H", "H", "H", "H", "C", "O", "N", "N", "H", "H", "H", "H", "C", "C", "C", "O", "H", "H", "H", "H", "H", "H", "H", "H", "C", "C", "C", "O", "H", "H", "H", "H", "H", "H", "H", "H", "C", "C", "C", "O", "H", "H", "H", "H", "H", "H", "H", "H"],
  "positions_angstrom": [[-0.658, -3.270, -0.840], [-0.620, -2.070, -0.904], [0.022, -1.265, -0.086], [0.021, 0.089, -0.668], [-0.752, 0.008, -1.906], [-1.184, -1.229, -2.070], [-1.886, -1.631, -2.950], [1.378, 0.616, -0.880], [1.516, 1.779, -0.266], [2.452, 2.518, -0.277], [0.208, 2.056, 0.495], [-0.599, 1.047, 0.304], [0.022, 3.023, 1.190], [1.761, -0.629, 2.785], [1.257, -1.678, 3.604], [2.583, -0.095, 3.278], [2.171, -1.027, 1.851], [0.963, 0.080, 2.587], [2.010, -2.192, 3.905], [4.846, 1.832, 1.899], [4.967, 3.218, 2.182], [3.802, 1.579, 1.738], [5.441, 1.567, 1.023], [5.156, 1.199, 2.742], [5.897, 3.368, 2.369], [0.547, -6.281, -1.948], [0.185, -5.857, -0.660], [1.636, -6.404, -2.032], [0.114, -7.258, -2.191], [0.220, -5.613, -2.752], [0.001, -4.903, -0.696], [-2.916, 4.385, 2.131], [-1.699, 5.119, 1.974], [-3.738, 5.094, 2.217], [-3.117, 3.746, 1.268], [-2.860, 3.778, 3.039], [-1.070, 4.451, 1.664], [2.483, 6.238, 0.509], [3.411, 6.966, 0.181], [1.205, 6.371, 0.017], [2.629, 5.197, 1.387], [1.011, 7.225, -0.470], [0.452, 5.906, 0.495], [1.969, 4.434, 1.358], [3.488, 4.936, 1.838], [-5.901, -0.813, -4.243], [-6.081, -1.424, -5.281], [-4.942, -1.094, -3.308], [-6.742, 0.224, -3.879], [-5.086, -0.726, -2.387], [-4.180, -1.708, -3.530], [-7.512, 0.433, -4.485], [-6.529, 0.898, -3.167], [3.123, -0.932, -3.344], [3.021, -2.349, -2.810], [2.441, -3.352, -3.791], [4.318, -2.806, -2.354], [3.491, -0.292, -2.540], [2.111, -0.548, -3.504], [3.783, -0.896, -4.207], [2.396, -2.358, -1.910], [3.028, -3.344, -4.721], [1.418, -3.144, -4.101], [2.515, -4.350, -3.357], [4.659, -3.366, -3.059], [1.575, 5.259, 4.978], [0.788, 3.970, 4.916], [1.567, 2.858, 4.211], [0.615, 3.588, 6.307], [2.580, 5.051, 5.344], [1.099, 5.984, 5.637], [1.634, 5.711, 3.985], [-0.167, 4.076, 4.394], [0.981, 1.936, 4.262], [2.546, 2.716, 4.662], [1.625, 3.127, 3.155], [0.171, 2.734, 6.305], [-3.105, -5.707, -1.923], [-4.302, -5.397, -1.025], [-4.563, -3.903, -1.029], [-5.477, -6.003, -1.584], [-2.224, -5.248, -1.468], [-3.313, -5.365, -2.936], [-2.800, -6.757, -2.027], [-4.094, -5.688, 0.008], [-5.038, -3.479, -1.914], [-3.638, -3.322, -0.952], [-5.165, -3.664, -0.148], [-5.348, -6.956, -1.609]]
}